{"formula": "CH2ClIO", "method": "the ωB97M-V functional and the def2-TZVPD basis", "s_squared": 2.01, "de_lowest_kj_mol": 31.2, "homo_lumo_gap_ev": [7.34, 8.11], "multiplicity": 3, "molar_mass_da": 192.383, "species": ["C", "O", "Cl", "I", "H", "H"], "positions_angstrom": [[-1.86976, 0.89889, 0.28355], [-1.82519, 1.91868, -0.42738], [1.86093, -2.60064, -0.19551], [-3.58881, -0.35376, -0.03176], [1.25462, -1.54035, 0.23942], [-2.57784, 2.29901, -0.97263]], "forces_ev_per_a": [[-2.09, -3.28, 1.55], [0.53, 4.34, -3.30], [-0.24, 0.43, 0.18], [0.61, -0.19, 0.39], [0.22, -0.43, -0.18], [0.97, -0.87, 1.37]]}


{"formula": "CH2ClN2O3", "method": "the ωB97M-V functional and the def2-TZVPD basis", "s_squared": 2.01, "total_charge": 1, "homo_lumo_gap_ev": [4.21, 7.77], "multiplicity": 3, "molar_mass_da": 125.491, "species": ["C", "N", "N", "O", "O", "O", "Cl", "H", "H"], "positions_angstrom": [[0.39155, -1.41764, 1.05431], [0.40429, -4.21626, 2.17537], [0.03480, -0.38271, 0.37172], [-0.55172, -4.69491, 1.85586], [1.30302, -3.64782, 2.50571], [0.65049, 0.91130, 0.35751], [1.92592, -1.33675, 1.82379], [-0.70499, -0.20395, -0.25617], [1.38597, 0.85211, -0.25613]], "forces_ev_per_a": [[2.87, 2.66, 0.13], [1.13, -3.82, -0.87], [0.89, 0.81, 0.15], [-7.18, -1.90, -1.87], [5.78, 4.43, 3.18], [-0.40, -1.18, 1.23], [-1.97, 0.23, -0.94], [-1.77, -1.09, -0.52], [0.64, -0.13, -0.49]]}


{"formula": "CH2ClNO", "method": "the ωB97M-V functional and the def2-TZVPD basis", "de_lowest_kj_mol": 562.4, "homo_lumo_gap_ev": [8.72, 8.15], "molar_mass_da": 79.486, "species": ["C", "N", "O", "Cl", "H", "H"], "positions_angstrom": [[0.96169, -0.11022, 0.06345], [-1.14413, 0.53760, -0.01274], [-0.22006, -0.37725, 0.07413], [-2.78887, -0.06843, 0.04620], [1.48626, 0.85606, 0.00995], [1.70510, -0.83777, -0.18100]], "forces_ev_per_a": [[5.75, 1.70, -0.51], [-0.97, 2.35, 0.12], [-3.91, -2.45, -0.34], [1.07, -0.58, 0.10], [-1.53, 0.35, 0.24], [-0.41, -1.38, 0.39]]}